No. 1
Below is a 2-piece molecular cluster, C9H14O overall in a non-equilibrium geometry, with properties calculated with wB97M-V/def2-TZVPD.

Atoms and positions in Å:
H1 -0.774 -0.225 -1.730
C1 -1.874 -0.028 1.422
H2 0.559 1.700 -1.019
H3 -0.043 3.619 2.195
H4 2.413 -3.627 -1.806
C2 -0.151 3.341 1.146
H5 0.823 3.602 0.717
C3 -1.742 -0.468 0.129
C4 -1.343 1.234 1.743
C5 2.468 -2.538 -1.752
H6 3.511 -2.224 -1.757
H7 -1.818 1.849 2.498
H8 -2.516 -0.468 2.174
C6 1.664 -1.958 -0.606
H9 -0.888 4.011 0.703
C7 -0.434 1.882 0.927
H10 1.760 -0.873 -0.668
O1 -2.280 -1.608 -0.377
H11 1.900 -2.275 0.401
H12 -2.916 -2.091 0.159
H13 0.600 -2.140 -0.719
C8 -0.165 1.295 -0.319
C9 -0.850 0.184 -0.739
H14 2.097 -2.194 -2.722

Computed properties:
**M**: 138.2 g mol⁻¹
**Energy above the lowest of the compared OMol25 structures with the same formula, charge and spin**: 0.6852 eV
**Maximum force**: 0.027 hartree/bohr
**Electronic energy**: -11606.952 eV
**HOMO level**: -8.382 eV
**Spin multiplicity**: 1
**SMILES**: Cc1ccc(O)cc1.CC

Atom charges from the Mulliken analysis, given in e for atoms 1 to 4: 0.5126, -0.7402, 0.3390, 0.3918

=====

No. 2
Below is an isolated ion of composition C18H19N2O5 and charge -1 in a non-equilibrium geometry, with properties calculated with wB97M-V/def2-TZVPD.

Atoms and positions in Å:
C1 -1.139 2.176 -2.851
O1 -0.659 2.436 3.629
C2 -0.902 2.354 2.301
H1 -0.875 3.462 -7.783
H2 -0.163 2.582 -2.756
C3 -0.389 2.707 -0.048
H3 0.318 3.197 5.215
H4 -5.041 6.496 0.491
C4 -5.082 5.695 -0.243
C5 -2.796 3.784 -2.556
H5 -0.155 4.030 -6.227
C6 -3.905 5.375 -0.951
H6 -1.876 4.390 -2.442
C7 -6.330 4.084 -1.340
H7 0.396 2.842 -0.798
C8 -3.125 3.572 -4.032
H8 -3.559 1.581 0.278
N1 -6.235 5.043 -0.427
H9 -3.147 3.965 -6.409
C9 -2.602 1.981 0.577
H10 1.423 2.571 3.954
C10 -2.213 3.475 -6.138
H11 1.057 2.907 1.581
C11 -5.244 3.719 -2.144
C12 -2.200 1.921 1.918
H12 -3.009 5.990 -0.852
C13 0.023 2.701 1.289
H13 -7.285 3.564 -1.462
H14 -2.859 1.520 2.681
O2 -1.955 3.697 -4.717
H15 -3.097 1.877 -1.971
H16 -2.302 2.395 -6.236
C14 -3.986 4.308 -1.872
H17 -5.443 3.098 -3.025
O3 -2.599 0.904 -4.014
C15 -2.138 2.372 -1.840
H18 -1.273 5.088 -7.167
O4 -0.564 1.282 -4.882
C16 -1.703 2.417 -0.431
H19 0.597 4.151 3.735
O5 -4.193 3.277 -4.612
N2 -1.456 1.445 -3.970
C17 0.502 3.136 4.143
C18 -1.033 4.049 -6.862

Computed properties:
**M**: 343.4 g mol⁻¹
**Energy above the lowest of the compared OMol25 structures with the same formula, charge and spin**: 5.8784 eV
**Total charge**: -1
**Maximum force**: 0.076 hartree/bohr
**Electronic energy**: -32188.370 eV
**HOMO level**: -3.202 eV
**Spin multiplicity**: 1
**SMILES**: CCOC(=O)[C@@H](c1ccncc1)[C@@H](C=[N+]([O-])[O-])c1ccc(OC)cc1

Atom charges from the Mulliken analysis, given in e for atoms 1 to 4: -1.2002, -0.4263, 0.5818, 0.3321

=====

No. 3
Below is a 2-piece molecular cluster, C3H3ClN2O2 overall in a non-equilibrium geometry, with properties calculated with wB97M-V/def2-TZVPD.

Atoms and positions in Å:
Cl1 -3.106 0.038 0.184
O1 1.675 -1.066 0.480
N1 0.884 -0.530 -0.432
H1 1.899 -2.173 -0.219
N2 -0.486 -0.957 -0.312
C1 -1.392 0.103 -0.137
H2 -0.439 -1.386 0.628
O2 1.816 1.475 0.298
C2 0.789 0.895 -0.243
H3 -0.947 2.347 -0.097
C3 -0.694 1.254 -0.149

Computed properties:
**M**: 134.5 g mol⁻¹
**Energy above the lowest of the compared OMol25 structures with the same formula, charge and spin**: 5.9001 eV
**Maximum force**: 0.145 hartree/bohr
**Electronic energy**: -22751.392 eV
**HOMO level**: -9.308 eV
**Spin multiplicity**: 1

Atom charges from the Mulliken analysis, given in e for atoms 1 to 4: -0.1356, -0.5281, 0.1257, 0.4171

=====

No. 4
Below is C4H8O2 as an isolated structure, with properties calculated with wB97M-V/def2-TZVPD.

Atoms and positions in Å:
H1 2.370 -0.739 0.127
C1 -0.581 -0.002 0.232
H2 0.593 -0.411 -1.795
C2 -1.999 -0.356 0.492
H3 -2.653 0.192 -0.191
H4 1.615 1.970 -0.662
C3 1.657 0.017 0.473
C4 1.203 0.968 -0.617
H5 2.025 0.431 1.431
H6 -2.160 -1.433 0.371
O1 0.402 -0.694 0.769
H7 -2.247 -0.089 1.528
O2 -0.209 1.048 -0.368
H8 -0.016 -0.901 -1.789

Computed properties:
**M**: 88.1 g mol⁻¹
**Energy above the lowest of the compared OMol25 structures with the same formula, charge and spin**: 4.8943 eV
**Maximum force**: 0.007 hartree/bohr
**Electronic energy**: -8368.387 eV
**HOMO level**: -6.688 eV
**Spin multiplicity**: 1

Atom charges from the Mulliken analysis, given in e for atoms 1 to 4: 0.2031, 0.7608, 0.0652, -1.0757

=====

No. 5
Below is one molecule with the formula C18H19ClN2O2S, with properties calculated with wB97M-V/def2-TZVPD.

Atoms and positions in Å:
H1 -1.375 1.320 -0.008
C1 1.295 0.690 3.714
C2 -0.212 1.021 1.748
H2 -2.939 -0.122 -3.607
H3 -1.032 -5.226 -1.035
C3 0.952 -1.100 0.419
H4 -3.402 -2.568 -3.923
H5 0.675 5.377 1.496
H6 2.142 -1.357 2.177
C4 1.594 4.114 0.031
C5 -0.818 -4.221 -0.676
C6 -0.048 -0.363 -0.209
C7 -1.936 -3.284 -1.068
H7 -3.810 -2.052 -2.263
C8 -0.626 0.705 0.469
H8 2.617 2.710 -1.224
C9 1.269 4.494 1.324
H9 0.626 1.385 4.219
C10 -0.433 -0.753 -1.593
O1 0.333 -1.338 -2.341
H10 -2.343 -0.163 -1.237
C11 -2.996 -2.200 -2.979
N1 -2.118 -3.195 -2.412
H11 -1.422 -1.020 -3.897
C12 2.370 2.991 -0.212
S1 2.932 1.528 3.505
N2 -1.685 -0.383 -1.970
C13 2.466 2.588 2.148
H12 3.404 1.345 0.683
H13 1.509 -0.159 4.361
C14 1.711 3.725 2.386
C15 -2.253 -0.871 -3.203
C16 0.779 0.278 2.380
H14 -0.659 1.861 2.261
O2 -2.638 -2.695 -0.271
C17 1.358 -0.787 1.700
H15 1.411 -1.914 -0.120
H16 -1.380 -3.536 -3.009
H17 0.113 -3.880 -1.122
H18 1.464 4.005 3.399
Cl1 1.019 5.054 -1.299
C18 2.808 2.229 0.854
H19 -0.721 -4.236 0.406

Computed properties:
**M**: 362.9 g mol⁻¹
**Energy above the lowest of the compared OMol25 structures with the same formula, charge and spin**: 0.0000 eV
**Maximum force**: 0.012 hartree/bohr
**Electronic energy**: -49409.024 eV
**HOMO level**: -8.806 eV
**Spin multiplicity**: 1
**SMILES**: CC(=O)NCCNC(=O)c1ccc(CSc2ccc(Cl)cc2)cc1

Atom charges from the Mulliken analysis, given in e for atoms 1 to 4: 0.5635, -1.3945, -0.4860, 0.3637

=====

No. 6
Below is C24H32BaN5O4PS4Se2Te2 as an isolated structure in a non-equilibrium geometry, with properties calculated with wB97M-V/def2-TZVPD.

Atoms and positions in Å:
H1 -0.404 0.003 -4.643
C1 -3.141 -2.785 3.016
S1 -1.005 -2.061 -2.559
C2 0.256 2.939 2.288
Se1 2.719 0.226 3.828
H2 -2.365 3.270 2.292
C3 1.598 3.323 -1.190
H3 1.262 4.524 1.273
C4 2.905 2.701 0.675
H4 -1.321 1.920 4.142
H5 -1.907 2.861 0.618
C5 -3.515 0.190 -0.714
N1 -5.343 -3.687 3.992
H6 -0.156 3.730 2.946
H7 0.589 3.383 -1.589
C6 -4.917 0.107 -0.747
O1 -1.063 1.795 -2.096
C7 1.525 -2.784 -5.982
O2 -4.730 -4.333 4.823
C8 -5.542 -0.680 0.178
H8 1.103 2.491 2.813
S2 0.077 -3.185 -5.070
H9 -2.767 1.684 1.604
H10 -2.096 -0.036 -4.206
H11 0.401 2.853 -5.298
H12 -2.269 4.090 -3.413
H13 -2.974 0.805 -1.423
C9 0.321 -2.096 -3.703
C10 -1.315 0.601 -4.621
H14 -3.341 2.731 -3.786
Te1 2.986 -3.369 2.471
C11 -0.913 -3.245 3.779
Se2 1.303 -4.584 1.112
H15 0.630 -2.180 2.714
N2 -2.776 -0.452 0.164
H16 2.185 2.671 -1.837
H17 0.595 3.779 -3.788
H18 -2.346 3.446 -5.072
C12 0.713 3.601 0.999
S3 2.505 -1.604 -5.123
H19 -1.572 0.930 -5.629
C13 -4.582 -2.871 3.009
P1 -1.050 2.026 -3.577
H20 -5.472 0.656 -1.495
H21 -6.621 -0.780 0.197
C14 -3.374 -1.240 1.081
C15 -4.769 -1.379 1.123
O3 1.811 -3.261 -7.059
C16 -5.357 -2.210 2.115
C17 -0.973 1.214 3.366
H22 3.364 3.706 0.680
H23 -6.431 -2.317 2.158
H24 -0.044 0.751 3.699
C18 -2.551 -1.952 2.042
H25 1.284 2.136 -3.921
H26 -1.735 0.446 3.241
N3 1.549 2.769 0.148
C19 0.455 2.786 -4.212
H27 -2.634 -4.122 4.646
N4 -1.221 -1.758 1.950
Te2 2.797 -0.784 1.520
H28 -0.154 3.923 0.417
O4 -6.562 -3.666 3.921
S4 2.013 -0.140 -2.595
N5 -0.753 1.900 2.099
H29 2.055 4.332 -1.196
H30 3.508 2.045 0.048
C20 -0.427 -2.371 2.794
C21 1.453 -1.356 -3.724
H31 2.921 2.304 1.688
C22 -2.005 2.461 1.627
C23 -2.253 -3.452 3.897
H32 -0.201 -3.744 4.422
C24 -2.377 3.187 -4.014
Ba1 -0.109 -0.327 -0.304

Computed properties:
**M**: 1164.2 g mol⁻¹
**Energy above the lowest of the compared OMol25 structures with the same formula, charge and spin**: 1.1350 eV
**Total charge**: -2
**Maximum force**: 0.023 hartree/bohr
**Electronic energy**: -239656.105 eV
**HOMO level**: -0.897 eV
**Spin multiplicity**: 1

Atom charges from the Mulliken analysis, given in e for atoms 1 to 4: -0.0698, 0.9337, -0.4621, -0.8057

=====

What did the sixth record say?
Below is C24H32BaN5O4PS4Se2Te2 as an isolated structure in a non-equilibrium geometry, with properties calculated with wB97M-V/def2-TZVPD.

Atoms and positions in Å:
H1 -0.404 0.003 -4.643
C1 -3.141 -2.785 3.016
S1 -1.005 -2.061 -2.559
C2 0.256 2.939 2.288
Se1 2.719 0.226 3.828
H2 -2.365 3.270 2.292
C3 1.598 3.323 -1.190
H3 1.262 4.524 1.273
C4 2.905 2.701 0.675
H4 -1.321 1.920 4.142
H5 -1.907 2.861 0.618
C5 -3.515 0.190 -0.714
N1 -5.343 -3.687 3.992
H6 -0.156 3.730 2.946
H7 0.589 3.383 -1.589
C6 -4.917 0.107 -0.747
O1 -1.063 1.795 -2.096
C7 1.525 -2.784 -5.982
O2 -4.730 -4.333 4.823
C8 -5.542 -0.680 0.178
H8 1.103 2.491 2.813
S2 0.077 -3.185 -5.070
H9 -2.767 1.684 1.604
H10 -2.096 -0.036 -4.206
H11 0.401 2.853 -5.298
H12 -2.269 4.090 -3.413
H13 -2.974 0.805 -1.423
C9 0.321 -2.096 -3.703
C10 -1.315 0.601 -4.621
H14 -3.341 2.731 -3.786
Te1 2.986 -3.369 2.471
C11 -0.913 -3.245 3.779
Se2 1.303 -4.584 1.112
H15 0.630 -2.180 2.714
N2 -2.776 -0.452 0.164
H16 2.185 2.671 -1.837
H17 0.595 3.779 -3.788
H18 -2.346 3.446 -5.072
C12 0.713 3.601 0.999
S3 2.505 -1.604 -5.123
H19 -1.572 0.930 -5.629
C13 -4.582 -2.871 3.009
P1 -1.050 2.026 -3.577
H20 -5.472 0.656 -1.495
H21 -6.621 -0.780 0.197
C14 -3.374 -1.240 1.081
C15 -4.769 -1.379 1.123
O3 1.811 -3.261 -7.059
C16 -5.357 -2.210 2.115
C17 -0.973 1.214 3.366
H22 3.364 3.706 0.680
H23 -6.431 -2.317 2.158
H24 -0.044 0.751 3.699
C18 -2.551 -1.952 2.042
H25 1.284 2.136 -3.921
H26 -1.735 0.446 3.241
N3 1.549 2.769 0.148
C19 0.455 2.786 -4.212
H27 -2.634 -4.122 4.646
N4 -1.221 -1.758 1.950
Te2 2.797 -0.784 1.520
H28 -0.154 3.923 0.417
O4 -6.562 -3.666 3.921
S4 2.013 -0.140 -2.595
N5 -0.753 1.900 2.099
H29 2.055 4.332 -1.196
H30 3.508 2.045 0.048
C20 -0.427 -2.371 2.794
C21 1.453 -1.356 -3.724
H31 2.921 2.304 1.688
C22 -2.005 2.461 1.627
C23 -2.253 -3.452 3.897
H32 -0.201 -3.744 4.422
C24 -2.377 3.187 -4.014
Ba1 -0.109 -0.327 -0.304

Computed properties:
**M**: 1164.2 g mol⁻¹
**Energy above the lowest of the compared OMol25 structures with the same formula, charge and spin**: 1.1350 eV
**Total charge**: -2
**Maximum force**: 0.023 hartree/bohr
**Electronic energy**: -239656.105 eV
**HOMO level**: -0.897 eV
**Spin multiplicity**: 1

Atom charges from the Mulliken analysis, given in e for atoms 1 to 4: -0.0698, 0.9337, -0.4621, -0.8057

=====

Please write out number 3 again, unchanged.
Below is a 2-piece molecular cluster, C3H3ClN2O2 overall in a non-equilibrium geometry, with properties calculated with wB97M-V/def2-TZVPD.

Atoms and positions in Å:
Cl1 -3.106 0.038 0.184
O1 1.675 -1.066 0.480
N1 0.884 -0.530 -0.432
H1 1.899 -2.173 -0.219
N2 -0.486 -0.957 -0.312
C1 -1.392 0.103 -0.137
H2 -0.439 -1.386 0.628
O2 1.816 1.475 0.298
C2 0.789 0.895 -0.243
H3 -0.947 2.347 -0.097
C3 -0.694 1.254 -0.149

Computed properties:
**M**: 134.5 g mol⁻¹
**Energy above the lowest of the compared OMol25 structures with the same formula, charge and spin**: 5.9001 eV
**Maximum force**: 0.145 hartree/bohr
**Electronic energy**: -22751.392 eV
**HOMO level**: -9.308 eV
**Spin multiplicity**: 1

Atom charges from the Mulliken analysis, given in e for atoms 1 to 4: -0.1356, -0.5281, 0.1257, 0.4171

=====

Question: energy above the lowest of the compared OMol25 structures with the same formula, charge and spin of number 6 (C24H32BaN5O4PS4Se2Te2)?
Answer: 1.1350 eV